Here is a molecular structure, C18H32LuN6O4Si2 from the OMol25 dataset. Energies are from the ωB97M-V functional and the def2-TZVPD basis.

Cartesian coordinates (Å):
Lu (0.367, 0.033, 1.146)
Si (1.317, -2.577, 0.060)
Si (-0.130, -0.058, -1.736)
O (-0.284, 3.546, 2.725)
O (1.071, 2.027, 1.771)
O (2.128, 0.329, 5.150)
O (-1.943, 1.019, 1.503)
N (2.778, -0.405, 1.977)
N (-1.314, -1.547, 1.796)
N (-1.061, 2.443, -0.036)
N (-0.761, 4.217, -1.495)
N (0.555, 0.123, 3.468)
N (-2.669, 4.029, -0.096)
C (1.089, 1.056, -2.745)
C (3.202, -2.659, -0.371)
C (-0.127, -3.319, -4.402)
C (-0.019, 1.410, 3.813)
C (1.080, -4.291, 0.918)
C (-1.993, 2.068, 0.861)
C (-3.067, 3.133, 0.976)
C (0.718, -4.137, -2.315)
C (-1.483, 3.573, -0.563)
C (2.562, -1.103, 3.262)
C (0.345, -4.373, -3.629)
C (-1.858, 0.382, -2.496)
C (0.272, 2.448, 2.694)
C (-3.212, 5.350, -0.270)
C (-0.231, -2.060, -3.835)
C (0.128, -1.803, -2.505)
C (0.631, -2.867, -1.726)
C (1.700, -0.159, 4.097)
H (-2.981, 5.732, -1.264)
H (3.552, -1.733, -0.838)
H (3.484, -1.333, 3.800)
H (0.648, 1.426, -3.679)
H (1.974, 0.473, -3.013)
H (-1.769, 0.796, -3.508)
H (0.024, -4.568, 0.993)
H (3.377, -0.954, 1.373)
H (-2.049, -1.045, 2.278)
H (3.216, 0.494, 2.157)
H (-0.616, -1.247, -4.446)
H (-2.956, 3.607, 1.956)
H (-1.205, 4.876, -2.108)
H (-2.460, -0.528, -2.570)
H (3.827, -2.849, 0.511)
H (-4.298, 5.307, -0.188)
H (-0.006, 3.671, -1.886)
H (3.392, -3.473, -1.077)
H (1.479, -4.257, 1.937)
H (1.449, 1.917, -2.170)
H (-0.416, -3.483, -5.435)
H (2.027, -2.029, 3.037)
H (-0.875, -2.209, 2.424)
H (1.097, -4.971, -1.732)
H (-1.704, -2.051, 1.007)
H (-2.828, 6.053, 0.474)
H (-2.429, 1.100, -1.900)
H (-1.103, 1.361, 3.943)
H (1.598, -5.106, 0.400)
H (-4.076, 2.738, 0.850)
H (0.426, -5.370, -4.050)
H (0.409, 1.830, 4.728)

Properties
energy above the lowest of the compared OMol25 structures with the same formula, charge and spin	128.75	kJ/mol
frontier orbital gap	5.25	eV
charge	-1
lowest unoccupied orbital energy	2.173	eV
M	627.631	g/mol

What are the natural (NBO) partial charges on each atom? They are as follows, in elementary charge units: Lu 1.642; Si 0.774; Si 0.735; O -0.727; O -0.839; O -0.705; O -0.666; N -0.851; N -1.090; N -0.559; N -0.777; N -0.816; N -0.406; C -1.089; C -1.098; C -0.260; C -0.360; C -1.099; C 0.711; C -0.323; C -0.219; C 0.666; C -0.299; C -0.239; C -1.082; C 0.787; C -0.398; C -0.163; C -0.423; C -0.411; C 0.641; H 0.196; H 0.215; H 0.187; H 0.197; H 0.230; H 0.197; H 0.209; H 0.391; H 0.401; H 0.386; H 0.180; H 0.252; H 0.389; H 0.221; H 0.199; H 0.208; H 0.432; H 0.216; H 0.211; H 0.200; H 0.190; H 0.208; H 0.402; H 0.190; H 0.396; H 0.204; H 0.199; H 0.199; H 0.202; H 0.219; H 0.191; H 0.234

Here is 15 unconnected molecules or ions with the total composition C45H90O45 at a distorted geometry from the OMol25 dataset. Energies are from the ωB97M-V functional and the def2-TZVPD basis.

Cartesian coordinates (Å):
O (0.587, -3.462, -5.968)
O (-0.088, -6.915, 0.822)
O (-5.336, -0.052, 4.507)
O (4.663, 3.462, 3.549)
O (-1.256, 5.535, 2.488)
O (1.002, -0.178, -0.434)
O (-1.348, 5.412, -1.931)
O (-0.163, -5.238, -0.515)
O (0.422, -0.082, 7.675)
O (-3.553, 5.342, 2.403)
O (-1.523, -2.971, 4.675)
O (-5.097, -0.645, 2.356)
O (-1.206, -0.591, -0.737)
O (5.090, -0.599, -0.663)
O (0.630, 5.342, -0.849)
O (2.886, 2.424, 2.942)
O (0.140, -0.052, -8.216)
O (4.526, 2.794, 1.381)
O (-1.939, -2.774, 6.889)
O (-2.525, 5.592, 4.306)
O (5.008, -3.336, 3.689)
O (-2.090, -1.055, 5.448)
O (-0.206, -0.883, 1.295)
O (2.863, 0.067, -4.898)
O (2.429, 2.109, -4.580)
O (0.488, -4.854, 1.547)
O (-4.245, 1.979, -3.607)
O (1.452, -5.220, -4.973)
O (3.758, -1.864, 2.702)
O (4.204, 1.529, -5.852)
O (0.841, 2.067, -7.721)
O (-3.840, 1.218, -1.651)
O (-4.805, 1.442, 2.924)
O (-4.630, -4.175, -1.697)
O (5.559, -0.632, -2.853)
O (4.516, -2.330, -2.135)
O (-0.648, 0.974, -6.528)
O (6.023, -1.537, 2.911)
O (-4.287, 3.414, -1.844)
O (1.184, -0.787, 5.681)
O (-0.199, 0.967, 5.825)
O (-3.405, -2.397, -1.148)
O (-0.968, 6.992, -0.618)
O (-3.270, -4.143, 0.157)
O (1.109, -3.277, -3.794)
C (-1.195, -4.347, 4.780)
C (-0.399, 5.909, -1.130)
C (3.600, -0.955, -5.564)
C (-1.821, -2.264, 5.809)
C (-3.798, 1.288, -0.294)
C (-0.035, 7.742, 0.159)
C (-5.027, 2.521, 3.851)
C (3.903, -3.056, -0.978)
C (-4.867, -5.544, -1.516)
C (-5.110, 0.214, 3.377)
C (-3.715, -3.609, -0.817)
C (1.009, -3.896, -4.829)
C (0.926, -1.276, 8.294)
C (-2.379, 5.504, 2.977)
C (-5.175, -2.043, 2.759)
C (-0.254, -0.501, -0.014)
C (5.032, -1.166, -1.772)
C (-3.780, -1.895, -2.482)
C (-1.130, 4.087, -2.242)
C (5.874, 4.181, 3.333)
C (5.821, -0.182, 2.706)
C (3.255, 1.293, -5.177)
C (0.168, -7.609, 2.082)
C (2.153, 1.887, 1.851)
C (1.035, -0.180, -9.310)
C (0.099, 1.063, 4.376)
C (4.955, -2.307, 3.120)
C (0.101, -2.097, -5.804)
C (-1.419, -1.305, 1.843)
C (2.703, 3.499, -4.841)
C (-0.004, -3.859, -0.705)
C (-2.878, -0.209, 6.395)
C (-4.108, 2.327, -2.357)
C (-1.399, 6.058, 5.081)
C (-4.632, 3.007, -4.508)
C (0.513, -0.038, 6.314)
C (-0.808, 2.091, -5.699)
C (0.206, 1.086, -7.524)
C (1.179, -0.022, -1.877)
C (-3.685, 5.117, 0.995)
C (6.132, 0.713, -2.640)
C (2.092, -5.725, -3.840)
C (2.657, -2.807, 2.629)
C (0.103, -5.631, 0.699)
C (4.083, 2.841, 2.473)
H (4.710, -0.856, -5.391)
H (-0.640, -7.378, 2.789)
H (-4.823, -1.744, -2.664)
H (2.295, -6.766, -4.123)
H (2.326, 2.482, 0.949)
H (1.791, -2.328, 2.148)
H (6.362, 4.314, 4.339)
H (-6.101, 2.693, 4.010)
H (3.127, -1.841, -5.167)
H (0.088, 7.298, 1.134)
H (-3.287, -2.535, -3.233)
H (3.501, -0.973, -6.663)
H (6.586, 3.582, 2.750)
H (-0.171, -4.333, 5.072)
H (5.682, 5.147, 2.882)
H (1.028, -1.249, -9.650)
H (0.919, -3.516, -0.230)
H (0.910, 7.790, -0.386)
H (4.716, -3.763, -0.686)
H (-2.763, 1.394, 0.117)
H (-1.936, 3.671, -2.854)
H (6.978, 0.600, -1.967)
H (-0.844, -3.315, -0.218)
H (1.022, -0.997, -2.450)
H (-5.929, -5.775, -1.675)
H (-1.397, -4.653, 3.733)
H (1.472, -5.660, -2.962)
H (-1.422, 2.894, -6.231)
H (-1.811, -4.879, 5.494)
H (0.465, 0.709, -2.227)
H (-0.822, -2.031, -6.446)
H (5.314, 0.251, 3.544)
H (0.027, -8.670, 1.775)
H (-2.692, 0.809, 6.008)
H (-1.521, -2.358, 1.687)
H (2.973, -5.110, -3.581)
H (-4.663, 4.766, 0.923)
H (0.754, 0.535, -10.084)
H (-4.946, -2.678, 1.936)
H (0.117, 2.582, -5.342)
H (1.780, 3.989, -4.557)
H (-2.376, -0.390, 7.362)
H (2.993, -3.483, -1.383)
H (-0.323, 0.238, 3.880)
H (-0.033, -3.686, -1.749)
H (1.161, 2.163, 2.060)
H (-1.729, 6.049, 6.152)
H (1.999, -1.514, 8.035)
H (-0.948, 6.898, 4.665)
H (-0.528, 1.945, 4.013)
H (-3.868, -0.538, 6.336)
H (-3.442, 5.982, 0.297)
H (6.360, 0.956, -3.670)
H (-4.190, 0.305, 0.078)
H (-4.643, 3.292, 3.307)
H (-4.487, 2.355, 4.806)
H (-0.564, 5.276, 5.036)
H (-3.296, -0.942, -2.458)
H (-1.377, -1.114, 2.907)
H (0.852, -1.152, 9.372)
H (-1.327, 1.732, -4.819)
H (-4.002, 2.941, -5.398)
H (-4.433, 3.986, -4.074)
H (-4.499, -5.899, -0.620)
H (-0.302, 4.109, -2.892)
H (-1.010, 3.474, -1.323)
H (1.179, -7.480, 2.370)
H (-0.249, -1.778, -4.812)
H (5.342, 1.349, -2.182)
H (2.957, -3.656, 2.065)
H (6.715, 0.293, 2.773)
H (-2.185, -0.680, 1.312)
H (-5.667, 3.014, -4.744)
H (2.413, -3.123, 3.614)
H (2.964, 3.675, -5.884)
H (3.502, 3.842, -4.186)
H (5.337, 0.083, 1.798)
H (2.287, 0.807, 1.668)
H (0.854, -1.398, -5.919)
H (0.292, -2.193, 8.108)
H (2.083, 0.056, -8.968)
H (-4.369, 2.084, 0.100)
H (-6.163, -2.357, 3.151)
H (-2.966, 4.364, 0.705)
H (-4.372, -6.060, -2.331)
H (1.116, 1.231, 4.169)
H (3.781, -2.421, -0.089)
H (2.171, 0.284, -1.984)
H (-0.487, 8.699, 0.393)
H (-4.431, -2.232, 3.508)

Properties
energy above the lowest of the compared OMol25 structures with the same formula, charge and spin	401.33	kJ/mol
frontier orbital gap	10.30	eV
lowest unoccupied orbital energy	0.386	eV
M	1351.170	g/mol

Atom charges from the Mulliken analysis, given in e for atoms 1 to 99: O -0.414; O -0.413; O -0.587; O -0.354; O -0.519; O 0.468; O -0.402; O -0.457; O -0.419; O -0.416; O 0.154; O -0.218; O -0.110; O -0.508; O -0.541; O 0.010; O -0.288; O -0.463; O -0.650; O -0.339; O -0.597; O 0.239; O 1.037; O 0.477; O 0.298; O -0.341; O -0.275; O -0.418; O 0.156; O -0.570; O -0.571; O -0.052; O -0.046; O -0.398; O -0.332; O -0.314; O -0.295; O -0.430; O -0.576; O -0.344; O -0.297; O 0.381; O -0.292; O -0.521; O -0.019; C -0.755; C 0.827; C -0.807; C 0.116; C -0.543; C -0.673; C -0.134; C -0.117; C -0.871; C 0.709; C 0.491; C 0.481; C -0.552; C 0.766; C -0.244; C -0.211; C 0.808; C -0.532; C -0.010; C -0.698; C -0.739; C 0.046; C -0.695; C -1.304; C -0.700; C 0.333; C 0.356; C -0.018; C 0.965; C -1.020; C 0.809; C -0.842; C 0.766; C -0.607; C -0.757; C 0.588; C 0.056; C 0.804; C -0.998; C -0.461; C -0.698; C -0.381; C -1.062; C 0.610; C 0.516; H 0.260; H 0.269; H 0.284; H 0.232; H 0.611; H -0.045; H 0.243; H 0.316; H 0.164